Record 1
Below is a molecular structure, C14H20NO6Ru at a distorted geometry, with properties calculated with ωB97M-V with the def2-TZVPD basis set.

Computed properties:
Spin multiplicity: 5
Charge: +1
<S²>: 6.017
HOMO energy (alpha / beta): -13.198 / -12.936 eV
Orbital gap (alpha / beta): 10.0 / 5.4 eV
LUMO (alpha / beta): -3.2 / -7.6 eV
Total energy: -1146.21996 hartree

Each line ends with the natural charge from an NBO analysis.
Positions of all 42 atoms, in Å:
Ru 0.190 -0.646 -0.721  1.43
O 4.115 -0.482 -1.564  -0.50
C 3.050 -0.165 -1.119  0.81
O 1.898 -0.263 -1.635  -0.69
C 3.073 0.560 0.329  -0.37
C 2.033 1.695 0.412  0.09
C 2.386 2.573 1.628  -0.43
C 1.938 1.667 2.791  -0.42
C 1.409 0.434 2.021  0.07
O 0.850 1.041 0.862  -0.53
C 2.644 -0.321 1.494  -0.25
C 2.325 -1.852 1.031  0.81
O 3.097 -2.672 1.433  -0.34
O 1.295 -1.961 0.329  -0.62
H 4.106 0.898 0.418  0.28
H 1.839 2.229 -0.517  0.24
H 1.802 3.492 1.602  0.24
H 3.442 2.830 1.664  0.23
H 1.129 2.126 3.359  0.24
H 2.743 1.412 3.476  0.23
H 0.660 -0.165 2.541  0.24
H 3.419 -0.450 2.250  0.27
C -3.963 1.746 -1.321  -0.59
C -2.700 2.450 -1.842  -0.54
C -1.629 1.517 -1.836  0.55
N -0.810 0.711 -1.747  -0.43
H -4.716 2.492 -1.088  0.24
H -3.744 1.176 -0.422  0.23
H -4.371 1.072 -2.068  0.23
H -2.420 3.270 -1.172  0.27
H -2.865 2.853 -2.843  0.28
C -1.594 -3.520 0.157  -0.62
C -2.236 -2.208 -0.329  0.08
C -2.342 -2.202 -1.865  -0.62
O -1.454 -1.160 0.064  -0.60
H -2.152 -4.370 -0.227  0.23
H -1.587 -3.561 1.244  0.22
H -0.565 -3.549 -0.211  0.21
H -3.237 -2.091 0.121  0.19
H -1.321 -2.171 -2.281  0.19
H -2.897 -1.333 -2.210  0.21
H -2.844 -3.100 -2.213  0.24



Record 2
Below is a molecular structure, C14H21AuClN2OS at a distorted geometry, with properties calculated with ωB97M-V with the def2-TZVPD basis set.

Computed properties:
Spin multiplicity: 3
Charge: -1
<S²>: 2.048
HOMO energy (alpha / beta): -0.053 / -3.153 eV
Orbital gap (alpha / beta): 3.2 / 6.2 eV
LUMO (alpha / beta): 3.2 / 3.1 eV
Total energy: -1724.55814 hartree

Each line ends with the natural charge from an NBO analysis.
Positions of all 41 atoms, in Å:
Au 0.204 0.282 -0.829  0.78
C -1.458 3.134 0.588  -0.27
O -0.993 1.883 0.098  -0.53
C -0.938 1.896 -1.233  0.00
C -0.873 1.897 -2.695  -0.65
H -0.778 3.943 0.301  0.17
H -1.490 3.083 1.680  0.17
H -2.471 3.344 0.224  0.16
H -1.484 2.705 -3.109  0.17
H -1.240 0.950 -3.100  0.20
H 0.157 2.038 -3.037  0.20
Cl -3.745 -0.156 -3.253  -0.05
C -3.302 -1.264 -1.958  -0.05
C -4.332 -1.951 -1.302  -0.23
C -4.042 -2.843 -0.268  -0.26
C -2.718 -3.055 0.120  -0.23
C -1.682 -2.377 -0.527  -0.16
C -1.959 -1.477 -1.569  -0.04
C -0.800 -0.777 -2.223  -0.80
H -5.363 -1.793 -1.595  0.21
H -4.843 -3.369 0.234  0.20
H -2.494 -3.747 0.922  0.20
H -0.660 -2.553 -0.214  0.23
H -1.110 -0.084 -3.029  0.16
H -0.114 -1.531 -2.665  0.21
S 1.510 -1.564 -0.367  -0.27
C 2.367 -0.739 0.790  0.14
N 1.976 -0.735 2.089  -0.64
C 2.762 -0.169 3.163  -0.25
C 3.565 1.025 2.678  -0.45
C 4.343 0.596 1.448  -0.24
N 3.472 -0.019 0.470  -0.63
H 1.182 -1.324 2.314  0.40
H 3.421 -0.959 3.538  0.15
H 2.078 0.118 3.967  0.20
H 4.238 1.387 3.461  0.20
H 2.884 1.844 2.416  0.22
H 5.114 -0.138 1.707  0.15
H 4.830 1.453 0.974  0.20
H 3.777 -0.083 -0.494  0.41
H 1.007 1.130 0.287  -0.37



Repeat the first record exactly.
Below is a molecular structure, C14H20NO6Ru at a distorted geometry, with properties calculated with ωB97M-V with the def2-TZVPD basis set.

Computed properties:
Spin multiplicity: 5
Charge: +1
<S²>: 6.017
HOMO energy (alpha / beta): -13.198 / -12.936 eV
Orbital gap (alpha / beta): 10.0 / 5.4 eV
LUMO (alpha / beta): -3.2 / -7.6 eV
Total energy: -1146.21996 hartree

Each line ends with the natural charge from an NBO analysis.
Positions of all 42 atoms, in Å:
Ru 0.190 -0.646 -0.721  1.43
O 4.115 -0.482 -1.564  -0.50
C 3.050 -0.165 -1.119  0.81
O 1.898 -0.263 -1.635  -0.69
C 3.073 0.560 0.329  -0.37
C 2.033 1.695 0.412  0.09
C 2.386 2.573 1.628  -0.43
C 1.938 1.667 2.791  -0.42
C 1.409 0.434 2.021  0.07
O 0.850 1.041 0.862  -0.53
C 2.644 -0.321 1.494  -0.25
C 2.325 -1.852 1.031  0.81
O 3.097 -2.672 1.433  -0.34
O 1.295 -1.961 0.329  -0.62
H 4.106 0.898 0.418  0.28
H 1.839 2.229 -0.517  0.24
H 1.802 3.492 1.602  0.24
H 3.442 2.830 1.664  0.23
H 1.129 2.126 3.359  0.24
H 2.743 1.412 3.476  0.23
H 0.660 -0.165 2.541  0.24
H 3.419 -0.450 2.250  0.27
C -3.963 1.746 -1.321  -0.59
C -2.700 2.450 -1.842  -0.54
C -1.629 1.517 -1.836  0.55
N -0.810 0.711 -1.747  -0.43
H -4.716 2.492 -1.088  0.24
H -3.744 1.176 -0.422  0.23
H -4.371 1.072 -2.068  0.23
H -2.420 3.270 -1.172  0.27
H -2.865 2.853 -2.843  0.28
C -1.594 -3.520 0.157  -0.62
C -2.236 -2.208 -0.329  0.08
C -2.342 -2.202 -1.865  -0.62
O -1.454 -1.160 0.064  -0.60
H -2.152 -4.370 -0.227  0.23
H -1.587 -3.561 1.244  0.22
H -0.565 -3.549 -0.211  0.21
H -3.237 -2.091 0.121  0.19
H -1.321 -2.171 -2.281  0.19
H -2.897 -1.333 -2.210  0.21
H -2.844 -3.100 -2.213  0.24